DFT (ωB97M-V/def2-TZVPD) results for a molecular structure, C23H25AsN8O8PdS2Se.

Last column: Löwdin charge in e.
CARTESIAN COORDINATES (ANGSTROEM)
Pd (2.13843, 1.57707, -0.01369)  0.81
O (-0.62960, -1.77505, 2.07934)  -0.51
As (2.35540, 0.49914, 3.16031)  1.16
O (2.32494, 1.84600, 2.09585)  -0.81
O (0.61028, 0.26284, 3.39666)  -0.42
C (3.51555, -1.62858, 1.68155)  -0.38
C (3.91983, -2.49037, 2.69684)  -0.02
C (4.95555, -3.38525, 2.48152)  -0.07
C (5.59328, -3.44803, 1.25044)  -0.07
C (5.19527, -2.59843, 0.23169)  -0.04
C (4.16932, -1.68755, 0.44611)  -0.20
S (3.74960, -0.57581, -0.85736)  0.51
O (4.42804, -1.01950, -2.04133)  -0.28
O (2.26836, -0.53809, -0.97996)  -0.43
O (4.16016, 0.78172, -0.39023)  -0.41
H (0.24081, -0.58036, 3.03859)  -0.03
H (3.39712, -2.45785, 3.64464)  0.11
H (5.25726, -4.04864, 3.28177)  0.11
H (6.39393, -4.15488, 1.08284)  0.11
H (5.67069, -2.62350, -0.73902)  0.11
O (2.65465, 2.31082, -3.17271)  0.12
N (2.18379, 1.22884, -3.38722)  0.02
C (2.58088, 0.21308, -4.07574)  -0.27
C (3.79392, 0.25126, -4.83684)  -0.15
N (4.75364, 0.27125, -5.46538)  0.20
C (1.76446, -0.96223, -4.04225)  -0.16
N (1.10950, -1.90446, -4.02492)  0.20
Se (2.92691, 3.90350, 0.52211)  0.98
C (2.84006, 4.94226, -0.98241)  -0.70
N (2.78708, 5.60498, -1.92771)  0.10
C (-5.19015, -1.45495, -2.74962)  -0.05
C (-3.95138, -1.50010, -1.89807)  -0.27
C (-4.01486, -1.84728, -0.55332)  -0.04
C (-2.86936, -1.88702, 0.23361)  -0.08
C (-1.65148, -1.57598, -0.34125)  -0.40
C (-1.56016, -1.21853, -1.68167)  -0.09
C (-2.70738, -1.19108, -2.45139)  -0.03
S (-0.17811, -1.52077, 0.66283)  0.91
C (0.57683, -3.03806, 0.08756)  -0.19
O (2.46191, -0.79574, 1.84039)  -0.38
H (-6.07906, -1.69640, -2.16857)  0.07
H (-5.12033, -2.16722, -3.57318)  0.08
H (-5.32649, -0.46458, -3.18667)  0.08
H (-4.97394, -2.09434, -0.11275)  0.11
H (-2.90610, -2.15247, 1.28307)  0.11
H (-0.59996, -0.96609, -2.11739)  0.09
H (-2.64015, -0.91771, -3.49765)  0.12
H (-0.10481, -3.86305, 0.28823)  0.07
H (1.50972, -3.15548, 0.63650)  0.05
H (0.78455, -2.93355, -0.97683)  0.06
C (-2.85404, 3.22811, 3.04196)  -0.07
C (-3.81712, 2.72361, 1.97151)  -0.41
C (-4.16619, 3.82014, 0.97088)  -0.07
C (-3.28495, 1.47152, 1.27640)  -0.10
N (-2.03188, 1.70563, 0.56366)  -0.07
C (-0.78345, 1.64517, 1.01462)  -0.14
N (0.00573, 1.91015, -0.00277)  -0.08
N (-0.77834, 2.13628, -1.07664)  0.02
N (-2.00433, 2.01690, -0.74306)  0.09
H (-3.30789, 4.04102, 3.60867)  0.08
H (-1.93773, 3.62064, 2.59414)  0.08
H (-2.57767, 2.43962, 3.74482)  0.08
H (-4.73783, 2.39592, 2.46470)  0.14
H (-3.27405, 4.17993, 0.45412)  0.07
H (-4.61810, 4.67017, 1.48241)  0.08
H (-4.86681, 3.46475, 0.21391)  0.08
H (-3.98525, 1.09695, 0.53152)  0.13
H (-3.08766, 0.67594, 1.99536)  0.13
H (-0.46091, 1.38380, 2.01647)  0.11

Values from the calculation:
energy above the lowest of the compared OMol25 structures with the same formula, charge and spin	0.00	kcal/mol
lowest unoccupied orbital energy (spin up / spin down)	-0.81 / -3.70	eV
<S²>	6.0364
spin multiplicity	5



DFT (ωB97M-V/def2-TZVPD) results for a single C17H17NO3 molecule.

Last column: Löwdin charge in e.
CARTESIAN COORDINATES (ANGSTROEM)
N (1.53605, 0.08286, -2.15974)  0.20
C (2.49535, 0.89022, -1.67354)  -0.53
O (3.04194, 1.75525, -2.31625)  0.06
C (2.86350, 0.63663, -0.20985)  -0.05
O (1.99538, -0.29771, 0.41903)  -0.01
C (1.39147, 0.08322, 1.55728)  -0.49
O (1.59268, 1.13371, 2.10200)  0.13
C (0.44183, -0.97705, 2.06529)  -0.03
C (-0.88246, -1.00372, 1.26745)  -0.20
C (-1.43766, 0.40558, 1.24580)  -0.22
C (-1.01501, 1.32756, 0.29591)  -0.04
C (-1.47869, 2.62979, 0.32618)  -0.06
C (-2.37129, 3.02855, 1.30636)  -0.08
C (-2.80018, 2.11650, 2.25419)  -0.08
C (-2.33370, 0.81406, 2.22379)  -0.03
C (-0.80939, -1.61259, -0.11621)  -0.19
C (-1.85825, -1.36374, -0.99963)  -0.03
C (-1.87837, -1.92463, -2.26266)  -0.07
C (-0.85154, -2.75997, -2.67062)  -0.09
C (0.18615, -3.03188, -1.79785)  -0.09
C (0.20750, -2.46493, -0.53141)  -0.06
H (1.27003, 0.17373, -3.12585)  0.12
H (1.15876, -0.67675, -1.61331)  0.06
H (3.88536, 0.24460, -0.17589)  0.15
H (2.83731, 1.58786, 0.33348)  0.14
H (0.20918, -0.72124, 3.10014)  0.14
H (0.92661, -1.95210, 2.04190)  0.12
H (-1.57429, -1.63304, 1.84491)  0.15
H (-0.32536, 1.02781, -0.47993)  0.11
H (-1.13647, 3.33536, -0.41618)  0.11
H (-2.72971, 4.04674, 1.33157)  0.10
H (-3.49668, 2.41914, 3.02226)  0.10
H (-2.66942, 0.10719, 2.97016)  0.11
H (-2.66997, -0.72286, -0.68823)  0.12
H (-2.70207, -1.71390, -2.92825)  0.10
H (-0.86564, -3.20218, -3.65529)  0.10
H (0.98716, -3.69174, -2.09752)  0.11
H (1.03085, -2.70331, 0.12283)  0.11

Values from the calculation:
energy above the lowest of the compared OMol25 structures with the same formula, charge and spin	6.63	kcal/mol
lowest unoccupied orbital energy	0.62	eV
structure (SMILES)	NC(=O)COC(=O)CC(c1ccccc1)c1ccccc1



DFT (ωB97M-V/def2-TZVPD) results for 5 unconnected molecules or ions with the total composition C24H38O11.

Last column: Löwdin charge in e.
CARTESIAN COORDINATES (ANGSTROEM)
O (8.66761, 1.65891, -4.44939)  0.12
C (7.57858, 1.40872, -3.98621)  -0.32
C (7.05322, 1.99586, -2.75813)  0.07
C (5.78977, 1.75370, -2.38682)  -0.23
O (5.28267, 2.22495, -1.24988)  0.12
C (4.82649, 0.96211, -3.24263)  -0.29
O (3.67021, 0.87623, -2.89121)  0.11
C (5.39168, 0.27164, -4.39306)  0.08
C (6.67799, 0.42803, -4.71232)  -0.24
O (7.22044, -0.21236, -5.74056)  0.11
H (7.73352, 2.54334, -2.12052)  0.14
H (4.37341, 1.89259, -1.13734)  0.08
H (4.77796, -0.40379, -4.97523)  0.14
H (8.17844, -0.28734, -5.63383)  0.13
O (0.81593, -0.83705, 3.33865)  0.12
C (0.74376, -0.56938, 2.16190)  -0.31
C (1.72319, 0.32990, 1.52654)  0.08
C (1.72615, 0.52495, 0.20474)  -0.22
O (2.57725, 1.38777, -0.38820)  0.05
C (0.67384, -0.06576, -0.68964)  -0.32
O (0.67237, 0.20831, -1.86703)  0.12
C (-0.36077, -0.84673, -0.02166)  0.08
C (-0.36035, -1.10485, 1.29078)  -0.24
O (-1.22922, -1.94026, 1.84226)  0.10
H (2.52691, 0.71197, 2.14091)  0.13
H (2.24041, 1.49915, -1.29994)  0.08
H (-1.09302, -1.33444, -0.65662)  0.13
H (-1.20390, -1.86836, 2.82369)  0.08
C (-0.54990, -4.09307, 4.42933)  -0.06
C (-1.66887, -3.32714, 5.12685)  -0.27
O (-1.69452, -2.01434, 4.60324)  -0.21
C (-2.62107, -1.14930, 5.24951)  -0.26
C (-2.10087, 0.26643, 5.21445)  -0.07
H (0.39076, -3.57331, 4.61547)  0.08
H (-0.48661, -5.11893, 4.78525)  0.08
H (-0.73724, -4.10131, 3.35588)  0.07
H (-2.62431, -3.82612, 4.91039)  0.12
H (-1.51693, -3.29866, 6.21036)  0.12
H (-3.61168, -1.21608, 4.78820)  0.12
H (-2.70033, -1.46902, 6.29529)  0.12
H (-2.79908, 0.93821, 5.72910)  0.08
H (-2.01398, 0.67059, 4.20490)  0.08
H (-1.16894, 0.39525, 5.76431)  0.08
C (0.84016, 3.81682, -2.22649)  -0.06
C (0.50324, 4.22689, -0.79489)  -0.28
O (1.21329, 5.40963, -0.48193)  -0.16
C (0.82451, 5.97195, 0.75921)  -0.28
C (-0.41185, 6.83870, 0.60385)  -0.09
H (1.91400, 3.74199, -2.39829)  0.08
H (0.41908, 2.81598, -2.37658)  0.07
H (0.35370, 4.47468, -2.94194)  0.08
H (-0.56612, 4.46466, -0.82345)  0.12
H (0.74739, 3.40635, -0.11401)  0.11
H (0.61832, 5.16119, 1.46708)  0.11
H (1.67322, 6.56234, 1.09575)  0.12
H (-0.32097, 7.42843, -0.31186)  0.08
H (-0.58271, 7.52077, 1.43960)  0.07
H (-1.34858, 6.28444, 0.50101)  0.07
C (-2.81133, -4.28151, -1.36852)  -0.08
C (-4.15334, -4.70777, -1.88733)  -0.30
O (-5.03772, -3.60965, -1.81019)  -0.16
C (-6.32388, -3.92673, -2.30222)  -0.30
C (-7.18679, -2.68551, -2.27019)  -0.08
H (-2.12598, -5.09759, -1.13400)  0.08
H (-2.24470, -3.70976, -2.11698)  0.07
H (-2.84831, -3.58399, -0.53131)  0.07
H (-4.10749, -5.10776, -2.90966)  0.12
H (-4.56879, -5.52973, -1.27981)  0.12
H (-6.23419, -4.30973, -3.32917)  0.12
H (-6.75819, -4.72822, -1.68731)  0.12
H (-6.62524, -1.82367, -2.62513)  0.08
H (-7.55193, -2.48456, -1.26228)  0.07
H (-8.06971, -2.82964, -2.89477)  0.07

Values from the calculation:
energy above the lowest of the compared OMol25 structures with the same formula, charge and spin	65.90	kcal/mol
lowest unoccupied orbital energy	-1.27	eV
structure (SMILES)	O=C1C=C(O)C(=O)C=C1O.O=C1C=C(O)C(=O)C=C1O.CCOCC.CCOCC.CCOCC



The lowest energy above the lowest of the compared OMol25 structures with the same formula, charge and spin belongs to which entry? C23H25AsN8O8PdS2Se



Look up the energy above the lowest of the compared OMol25 structures with the same formula, charge and spin of the second one. 6.63 kcal/mol



Which value of energy above the lowest of the compared OMol25 structures with the same formula, charge and spin does entry 2 give? 6.63 kcal/mol